[1]
The following is a DFT calculation (ωB97M-V/def2-TZVPD) of a structure of composition C3H9NO2P3S.

- Maximum force: 3.07 eV/A
- ΔE to the lowest compared entry with this formula, charge and spin: 61.80 kJ/mol
- HOMO-LUMO gap: 6.25 eV

ORCA input file:
```
! RIJCOSX wB97M-V def2-TZVPD def2/J DEFGRID3
* xyz -1 1
C 0.578 -0.042 0.444
C -0.887 -1.109 -1.107
C 0.549 -0.414 -0.941
N 0.636 0.661 -1.835
O 1.141 -0.987 1.189
O 0.105 0.968 0.969
P 0.584 2.265 -1.411
P -0.712 0.391 3.066
P 0.798 -1.234 2.858
S -0.833 -1.533 -2.822
H -1.138 -1.933 -0.446
H -1.762 -0.461 -0.898
H 1.185 -1.366 -1.137
H 0.574 0.451 -2.833
H 0.987 2.652 -2.782
H -0.754 2.670 -1.859
H -1.733 -0.086 2.194
H -1.360 -0.472 3.986
H 2.042 -0.423 3.365
*
```

***

[2]
The following is a DFT calculation (ωB97M-V/def2-TZVPD) of a cluster of 2 separate species, C4H11N2O in total.

- Maximum force: 0.61 eV/A
- ΔE to the lowest compared entry with this formula, charge and spin: 115.36 kJ/mol
- HOMO-LUMO gap: 6.97 eV

ORCA input file:
```
! RIJCOSX wB97M-V def2-TZVPD def2/J DEFGRID3
* xyz -1 1
N -2.844 0.560 2.296
C -2.155 -0.458 1.437
O -1.253 0.024 0.578
H -2.108 1.080 2.765
H -3.257 1.231 1.653
H -1.740 -1.182 2.180
H -3.002 -0.992 0.942
C 2.116 1.846 -1.466
C 1.475 0.780 -0.964
N 1.859 -0.526 -1.097
C 0.925 -1.594 -0.781
H 3.011 1.757 -2.073
H 1.739 2.842 -1.288
H 0.561 0.905 -0.384
H 2.598 -0.709 -1.758
H 1.472 -2.442 -0.351
H 0.231 -1.188 -0.032
H 0.371 -1.934 -1.657
*
```

***

[3]
The following is a DFT calculation (ωB97M-V/def2-TZVPD) of a structure of composition C15H40O15S5Tl.

- Maximum force: 4.00 eV/A
- HOMO-LUMO gap: 1.86 eV

ORCA input file:
```
! RIJCOSX wB97M-V def2-TZVPD def2/J DEFGRID3
* xyz 3 1
Tl -6.766 0.530 -16.940
O -7.947 1.724 -14.597
S -8.303 2.436 -13.360
O -9.443 1.792 -12.680
O -6.981 2.256 -12.343
C -7.082 2.372 -10.911
C -5.674 2.073 -10.383
C -8.372 4.235 -13.411
H -7.710 1.581 -10.501
H -7.424 3.314 -10.482
H -5.180 1.384 -11.068
H -5.715 1.683 -9.366
H -5.155 3.028 -10.313
H -8.786 4.554 -12.455
H -9.102 4.613 -14.127
H -7.392 4.681 -13.583
O -5.237 1.739 -19.149
S -4.189 2.569 -19.734
O -3.821 3.783 -19.021
O -2.855 1.596 -19.966
C -1.580 2.200 -19.881
C -0.576 1.048 -19.893
C -4.511 2.884 -21.579
H -1.587 2.829 -18.991
H -1.415 2.968 -20.636
H -0.977 0.303 -20.581
H -0.217 0.613 -18.961
H 0.353 1.391 -20.347
H -5.330 3.603 -21.614
H -4.770 1.929 -22.035
H -3.632 3.291 -22.079
O -8.201 0.810 -19.494
S -8.157 1.454 -20.814
O -7.143 1.111 -21.820
O -9.611 1.128 -21.577
C -9.630 1.252 -22.949
C -11.081 1.540 -23.512
C -8.335 3.295 -20.776
H -9.264 0.344 -23.427
H -8.970 2.023 -23.348
H -11.084 2.602 -23.758
H -11.831 1.262 -22.772
H -11.332 0.973 -24.409
H -8.531 3.476 -19.719
H -9.121 3.517 -21.498
H -7.342 3.726 -20.906
O -8.898 -3.952 -18.253
S -9.198 -2.586 -18.593
O -8.542 -1.455 -17.933
O -8.934 -2.432 -20.253
C -9.108 -3.528 -21.109
C -9.405 -2.809 -22.407
C -11.041 -2.306 -18.772
H -9.970 -4.177 -20.955
H -8.228 -4.162 -21.005
H -10.479 -2.707 -22.565
H -8.953 -3.366 -23.228
H -8.954 -1.825 -22.534
H -11.422 -2.229 -17.754
H -11.199 -3.284 -19.227
H -11.265 -1.531 -19.504
O -8.757 -0.930 -15.253
S -9.431 -2.152 -14.714
O -10.544 -2.758 -15.537
O -8.295 -3.341 -14.309
C -8.737 -4.662 -14.124
C -7.741 -5.292 -13.210
C -10.074 -1.754 -13.033
H -8.826 -5.171 -15.083
H -9.750 -4.690 -13.720
H -7.893 -6.370 -13.162
H -7.666 -4.911 -12.192
H -6.775 -5.248 -13.713
H -10.506 -0.755 -13.092
H -9.170 -1.722 -12.425
H -10.571 -2.641 -12.640
*
```

***

What LUMO energy values result from the calculations? In sequence: 3.2 4.0 -15.6 eV.
What E values result from the calculations? In sequence: -1747.16523 -343.72723 -3886.13829 Eh.